{"formula": "C14H26BClNO14P2", "method": "ωB97M-V/def2-TZVPD", "de_lowest_ev": 1.020, "e_homo_ev": -3.11, "charge": -1, "energy_ev": -76874.6747, "orbital_gap_ev": 5.44, "multiplicity": 1, "elements": ["C", "C", "B", "P", "N", "O", "P", "O", "Cl", "H", "H", "H", "H", "H", "H", "H", "H", "H", "H", "C", "C", "O", "C", "O", "O", "H", "H", "H", "H", "C", "C", "O", "C", "O", "O", "H", "H", "H", "H", "C", "C", "O", "C", "O", "O", "H", "H", "H", "H", "C", "C", "O", "C", "O", "O", "H", "H", "H", "H"], "xyz": [[3.8040, -1.1447, 0.9528], [2.5061, -1.4422, 0.1517], [1.1009, -1.1517, 0.9547], [1.0755, 0.3635, 2.1426], [2.2558, 1.5315, 1.6198], [1.6999, -0.2358, 3.6372], [-0.3124, -0.8301, -0.3504], [-1.7145, -1.4145, 0.4365], [0.1058, -2.1273, -1.9811], [3.6401, -0.9706, 2.0148], [4.2844, -0.2587, 0.5242], [4.5482, -1.9437, 0.8749], [2.5227, -2.5174, -0.0663], [2.5556, -0.9683, -0.8386], [0.7721, -2.1247, 1.5746], [2.6635, 1.3264, 0.7211], [1.8753, 2.4540, 1.6674], [0.9781, -0.6853, 4.0502], [-1.4606, -2.2339, 0.8662], [0.9221, 1.8542, -4.5718], [1.1084, 0.3606, -4.5614], [2.4462, 0.2227, -4.0697], [2.7447, 1.3350, -3.3594], [3.7161, 1.4706, -2.6952], [1.7926, 2.2864, -3.5238], [-0.1044, 2.1541, -4.3713], [1.2480, 2.3105, -5.5105], [0.4234, -0.1384, -3.8747], [1.0102, -0.0867, -5.5490], [-1.7124, -5.1576, 1.9726], [-1.1213, -5.9780, 3.0911], [0.2640, -6.0199, 2.7488], [0.5290, -4.9404, 1.9622], [1.6067, -4.5806, 1.6516], [-0.6221, -4.3249, 1.5917], [-2.5621, -4.5552, 2.2898], [-2.0071, -5.7694, 1.1155], [-1.2304, -5.4946, 4.0651], [-1.5354, -6.9837, 3.1439], [-0.4204, 5.9405, -2.2752], [0.6691, 6.6476, -3.0406], [0.6694, 5.9526, -4.2891], [-0.5512, 5.3931, -4.4523], [-0.9264, 4.8834, -5.4549], [-1.2856, 5.4872, -3.3211], [-0.9541, 6.5971, -1.5914], [-0.0502, 5.0742, -1.7230], [0.4383, 7.7005, -3.2227], [1.6416, 6.5742, -2.5591], [-4.8288, -0.6994, 3.2658], [-4.0686, 0.5534, 2.9098], [-2.7365, 0.2273, 3.2923], [-2.6187, -1.1185, 3.2783], [-1.5989, -1.7036, 3.3680], [-3.8343, -1.7114, 3.1312], [-5.6668, -0.8929, 2.5985], [-5.1887, -0.6910, 4.2987], [-4.0859, 0.7639, 1.8380], [-4.4201, 1.4302, 3.4513]], "forces_ev_per_a": [[0.079, 0.218, -0.522], [0.244, -0.579, 0.354], [1.091, -0.619, -1.007], [-1.216, 0.903, 0.886], [-0.189, -1.208, 0.399], [1.190, 0.667, -1.158], [-1.036, 1.415, 0.717], [0.783, 0.103, -1.202], [-0.159, -0.563, 0.080], [-0.129, 0.050, 0.005], [0.086, 0.061, 0.285], [-0.112, -0.091, -0.085], [-0.198, 0.109, -0.111], [0.096, 0.135, 0.146], [-0.134, 0.068, 0.415], [0.247, 0.036, -0.079], [-0.081, 0.323, -0.142], [-0.831, -0.412, 0.324], [0.175, -0.309, 0.514], [-0.270, 0.267, -0.252], [-0.301, -0.311, 0.004], [-0.066, 0.195, -0.030], [-0.010, -0.191, -0.023], [0.280, 0.101, 0.174], [-0.076, -0.043, -0.068], [0.082, 0.084, 0.150], [0.014, 0.022, 0.045], [0.080, -0.025, 0.077], [0.230, -0.035, 0.033], [-0.334, 0.116, -0.131], [-0.083, -0.184, 0.289], [-0.238, -0.091, 0.049], [0.026, 0.422, -0.113], [0.449, -0.225, -0.080], [-0.194, -0.276, 0.041], [0.130, 0.166, -0.034], [0.041, -0.016, 0.021], [0.005, 0.048, -0.057], [0.183, -0.047, -0.035], [-0.041, -0.086, 0.423], [0.275, 0.218, 0.126], [-0.071, 0.066, 0.081], [0.011, -0.086, 0.020], [-0.091, -0.122, -0.284], [0.107, 0.107, 0.015], [-0.155, -0.054, -0.125], [0.005, 0.003, -0.068], [-0.031, -0.045, -0.025], [0.037, -0.115, -0.167], [-0.331, -0.098, 0.005], [-0.045, 0.382, -0.178], [-0.268, -0.131, 0.141], [0.157, 0.446, -0.345], [0.397, -0.569, 0.424], [-0.168, 0.014, 0.046], [0.105, -0.146, -0.039], [0.037, 0.014, -0.011], [0.038, -0.076, 0.016], [0.178, -0.008, 0.068]], "mulliken_charge": [-1.253, -0.449, 0.891, 0.116, -0.621, -0.561, 0.049, -0.493, -0.405, 0.259, 0.316, 0.315, 0.288, 0.112, -0.419, 0.185, 0.295, 0.298, 0.206, -0.325, -0.020, -0.319, 0.602, -0.562, -0.253, 0.298, 0.218, 0.036, 0.302, -0.226, -0.355, -0.392, 0.509, -0.433, -0.153, 0.159, 0.274, 0.257, 0.306, -0.307, -0.302, -0.320, 0.698, -0.540, -0.326, 0.282, 0.267, 0.264, 0.300, -0.372, -0.359, -0.249, 0.513, -0.404, -0.307, 0.290, 0.266, 0.274, 0.280]}